The ion C5H7N2 with charge +1 at a distorted geometry. Source: the OMol25 dataset; level of theory: the ωB97M-V functional and the def2-TZVPD basis.

Positions of all 14 atoms, in Å:
N1 -0.094 -0.930 -0.321
N2 -1.438 1.250 -0.192
C1 -1.299 -1.043 -0.075
C2 1.885 0.487 0.216
C3 -0.313 1.325 -0.507
C4 0.687 0.244 -0.659
C5 -2.337 0.284 0.159
H1 0.983 0.276 -1.786
H2 2.796 0.408 -0.356
H3 -1.709 -2.013 0.323
H4 1.856 1.465 0.599
H5 -3.365 0.244 -0.360
H6 2.184 -0.170 1.176
H7 -2.483 0.279 1.198

Output
<S²>: 2.015
Charge: +1
Highest occupied orbital energy (alpha / beta), eV: -12.3 / -16.1
Spin multiplicity: 3
Strongest force on any atom, eV/Å: 6.0
Energy above the lowest of the compared OMol25 structures with the same formula, charge and spin, kJ/mol: 362.5

A structure of composition C22H30N4O4PdS2Se. Source: the OMol25 dataset; level of theory: the ωB97M-V functional and the def2-TZVPD basis.

Positions of all 64 atoms, in Å:
Pd1 -0.230 -0.246 0.023
Se1 -1.732 1.686 0.783
S1 -0.615 -1.589 2.046
S2 1.748 -0.113 -1.468
O1 1.354 -1.537 -1.117
O2 1.836 0.555 -0.106
O3 2.929 -0.005 -2.258
O4 0.499 0.457 -2.065
N1 -4.049 0.321 -0.291
N2 -3.755 2.318 -1.135
N3 0.774 -3.461 0.765
N4 -0.810 -4.264 2.179
C1 -3.439 -3.621 4.737
C2 -3.648 -2.143 -0.306
C3 -2.302 -3.315 -2.100
C4 -0.192 -3.190 1.630
C5 -0.707 2.637 -4.329
C6 -2.821 -5.425 2.745
C7 -2.277 -3.445 3.998
C8 -3.969 -5.599 3.497
C9 -1.975 -4.344 2.984
C10 -3.238 1.407 -0.285
C11 -2.532 3.606 -2.862
C12 -3.180 3.617 -1.484
C13 -4.290 -4.687 4.494
C14 -6.216 -0.223 -1.489
C15 -3.884 -0.881 0.520
C16 -5.109 0.547 -1.159
C17 -4.918 1.814 -1.700
C18 -5.815 2.363 -2.604
C19 -6.913 1.592 -2.943
C20 -2.585 -2.003 -1.384
C21 -7.111 0.322 -2.392
C22 -1.376 2.621 -2.964
H1 -7.636 1.980 -3.647
H2 0.112 1.920 -4.349
H3 1.165 -2.711 0.173
H4 -0.513 -5.158 1.818
H5 0.920 -4.405 0.444
H6 -2.002 -4.087 -1.386
H7 -5.666 3.347 -3.026
H8 -6.380 -1.200 -1.058
H9 -1.414 2.375 -5.120
H10 -3.283 3.385 -3.628
H11 -3.189 -3.676 -2.624
H12 -4.773 -0.988 1.146
H13 -7.986 -0.245 -2.678
H14 -0.302 3.626 -4.559
H15 -4.579 -2.483 -0.768
H16 -3.987 4.350 -1.421
H17 -3.037 -0.693 1.177
H18 -5.189 -4.814 5.082
H19 -2.581 -6.128 1.954
H20 -2.180 4.622 -3.061
H21 -1.498 -3.197 -2.825
H22 -1.727 1.607 -2.752
H23 -4.615 -6.443 3.297
H24 -0.638 2.833 -2.187
H25 -2.446 3.852 -0.716
H26 -1.644 -1.652 -0.937
H27 -1.614 -2.626 4.222
H28 -2.874 -1.237 -2.109
H29 -3.667 -2.915 5.524
H30 -3.359 -2.926 0.403

Output
<S²>: 2.009
Highest occupied orbital energy (alpha / beta), eV: -7.8 / -8.3
Spin multiplicity: 3
Strongest force on any atom, eV/Å: 0.4

A structure of composition C23H51N5O20Zr at a distorted geometry. Source: the OMol25 dataset; level of theory: the ωB97M-V functional and the def2-TZVPD basis.

Positions of all 100 atoms, in Å:
Zr1 -0.632 0.877 1.384
O1 -0.641 3.107 0.391
O2 -4.959 1.179 -1.475
O3 2.234 1.606 -4.342
O4 3.765 1.483 0.092
O5 -0.957 0.591 -0.800
O6 6.356 -1.101 -2.369
O7 -3.824 -2.813 1.218
O8 1.112 3.589 -4.287
O9 5.136 -1.409 -4.092
O10 0.611 -0.931 0.973
O11 -0.247 5.332 -0.030
O12 4.892 -2.218 3.390
O13 0.081 -3.572 -6.349
O14 -2.682 -0.815 1.084
O15 -3.655 2.895 -1.770
O16 5.042 -4.348 3.146
O17 -0.977 -0.510 3.181
O18 0.494 -2.543 -4.455
O19 -1.806 -1.737 4.981
O20 1.513 1.661 0.591
N1 -4.024 1.751 -2.065
N2 1.211 2.348 -4.348
N3 4.458 -3.292 2.973
N4 -0.259 -2.997 -5.279
N5 5.264 -1.299 -2.915
C1 4.554 1.300 2.384
C2 -2.727 -3.657 0.946
C3 0.219 -2.413 3.936
C4 0.503 -1.516 -0.273
C5 -0.959 -1.470 3.954
C6 -3.710 -1.264 6.478
C7 -2.944 -0.858 5.155
C8 1.406 5.584 1.821
C9 2.516 1.976 -0.145
C10 -0.101 1.581 -4.522
C11 -2.683 -4.104 -0.567
C12 -0.758 3.978 -1.787
C13 4.026 0.575 1.113
C14 2.368 2.857 -1.312
C15 3.217 -3.248 2.136
C16 -3.671 -1.515 1.231
C17 -0.624 4.104 -0.330
C18 -0.254 -0.558 -1.321
C19 -0.057 5.745 1.341
C20 -5.015 -0.831 1.362
C21 -3.560 1.246 -3.380
C22 -1.719 -2.922 -5.093
C23 3.963 -1.131 -2.106
H1 -2.611 0.179 5.202
H2 -1.279 3.034 -1.944
H3 1.032 -1.686 3.923
H4 1.581 6.152 2.735
H5 -1.346 4.805 -2.186
H6 -5.433 -0.687 2.358
H7 4.762 -0.090 0.663
H8 -2.168 -2.798 -6.078
H9 -2.504 0.991 -3.294
H10 -3.038 -1.240 7.335
H11 -1.863 -1.977 -4.569
H12 0.502 -0.225 -2.032
H13 -2.409 -3.248 -1.184
H14 -2.857 -4.506 1.616
H15 0.224 4.079 -2.249
H16 2.219 5.916 1.176
H17 -0.275 6.804 1.481
H18 0.196 -3.040 3.045
H19 -3.584 -1.040 4.291
H20 -4.498 -0.534 6.663
H21 -0.115 -2.401 -0.121
H22 0.025 0.545 -4.206
H23 -0.716 2.090 -3.780
H24 -0.702 5.178 2.013
H25 -4.110 0.352 -3.674
H26 -1.842 -3.094 1.243
H27 -0.555 1.692 -5.506
H28 -4.154 -2.260 6.490
H29 2.294 -3.000 2.661
H30 -1.991 -3.834 -4.561
H31 -3.621 -4.513 -0.943
H32 -1.023 -1.147 -1.819
H33 -1.920 -4.870 -0.701
H34 2.296 3.933 -1.150
H35 5.335 2.045 2.232
H36 3.067 -4.243 1.718
H37 -3.778 2.048 -4.085
H38 3.170 -0.043 1.385
H39 3.196 2.633 -1.985
H40 3.350 -0.317 -2.493
H41 0.216 -3.027 4.837
H42 3.415 -2.071 -2.044
H43 3.674 1.828 2.751
H44 1.429 2.584 -1.792
H45 1.500 -1.752 -0.643
H46 -4.956 0.192 0.988
H47 4.851 0.592 3.158
H48 3.315 -2.522 1.329
H49 4.288 -0.884 -1.096
H50 1.570 4.581 2.216
H51 -5.655 -1.494 0.780

Output
Charge: +2
Highest occupied orbital energy, eV: -14.5
Strongest force on any atom, eV/Å: 8.6
Energy above the lowest of the compared OMol25 structures with the same formula, charge and spin, kJ/mol: 0.0

no.,M (g/mol)
1,95.12
2,664.02
3,808.90